A 2-piece molecular cluster, C4H15N2OS2 overall, computed with the ωB97M-V functional and the def2-TZVPD basis.

Last column: Mulliken charge in e.
Geometry (Å):
S: 1.3826 -0.4399 2.0026  -0.213
S: 0.1225 -1.6862 1.0377  -0.021
C: 0.2807 -1.3066 -0.7328  -0.975
C: -0.5964 -0.1547 -1.2140  0.196
C: -0.0065 1.2228 -0.9153  -0.812
N: 1.0593 1.4573 -1.8640  -0.267
C: 0.6909 2.2971 -2.9961  -0.940
N: -1.9825 -0.2678 -0.6126  -0.203
H: 2.4760 -1.2126 2.0931  0.204
H: 1.3054 -1.0511 -0.9822  0.433
H: 0.0423 -2.2323 -1.2486  0.424
H: -0.7283 -0.2264 -2.2962  0.229
H: 0.3826 1.2617 0.0999  0.304
H: -0.7933 1.9828 -0.9684  0.379
H: 1.8841 1.8036 -1.3986  0.276
H: -0.1413 1.8390 -3.5321  0.274
H: 0.4135 3.3121 -2.7097  0.328
H: 1.5241 2.3592 -3.6819  0.341
H: -2.0097 0.0951 0.3639  0.287
H: -2.2990 -1.2405 -0.5800  0.395
H: -2.6554 0.2600 -1.1672  0.407
H: -2.6635 1.8149 2.0825  0.285
H: -1.4014 1.0658 2.4959  0.275
O: -1.9570 1.2612 1.7291  -0.606

Atomic forces in eV per Å
0.2757 0.5568 0.2578
-0.2367 -0.4851 -0.1898
-0.0164 0.3242 0.0582
-0.0353 -0.0589 -0.0345
0.0527 0.0903 -0.0251
0.0575 -0.0679 0.1308
0.0051 -0.1695 0.0768
-0.1150 -0.2396 0.0596
-0.0162 -0.1478 -0.0596
0.1482 -0.0477 -0.0042
-0.1002 -0.1744 -0.0673
-0.0204 -0.0760 0.0494
-0.0525 -0.0939 0.0583
-0.0872 0.1120 -0.0646
0.0187 0.0815 -0.0338
-0.0304 0.0372 -0.0400
-0.1479 0.1326 0.0690
0.1762 -0.0218 -0.1844
0.0917 0.1586 -0.0539
0.0402 0.1035 -0.0691
0.0066 0.0643 0.0355
-0.0393 0.0076 -0.0912
0.0006 -0.0599 -0.1085
0.0244 -0.0262 0.2308

- HOMO-LUMO gap (eV) = 9.388
- relative energy (zero: lowest compared OMol25 entry of this formula, charge and spin) (eV) = 0.000
- total charge = +1

=====

C21H29BrFeN9OS3 as an isolated structure, computed with the ωB97M-V functional and the def2-TZVPD basis.

Last column: Mulliken charge in e.
Geometry (Å):
Fe: -1.2058 0.5782 -0.6094  -0.015
S: -1.5112 -0.2136 1.6839  -0.770
C: -2.5454 1.1787 1.8178  0.331
S: -2.9764 1.8973 0.3410  -0.418
C: -2.8507 1.7118 3.0765  0.550
C: -2.3303 1.1419 4.2688  0.088
N: -1.8752 0.7051 5.2379  -0.673
C: -3.6270 2.8937 3.2290  -0.045
N: -4.2514 3.8506 3.3941  -0.618
C: -1.4569 -3.4651 -2.9359  -0.892
N: -1.8038 -3.6723 -1.5400  -0.108
C: -2.3604 -2.6962 -0.7843  0.354
S: -2.8402 -1.2253 -1.4614  -0.336
N: -2.5713 -2.9629 0.5101  -0.010
C: -2.0982 -4.1421 1.1955  -1.048
H: -1.0238 -4.3916 -3.3155  0.348
H: -0.7521 -2.6418 -3.0563  0.141
H: -2.3464 -3.2231 -3.5129  0.377
H: -1.3470 -4.4327 -1.0641  0.253
H: -2.6935 -2.1126 1.0643  0.163
H: -2.3847 -5.0468 0.6552  0.392
H: -2.5664 -4.1832 2.1759  0.350
H: -1.0106 -4.1445 1.3465  0.263
C: 3.9312 1.8668 3.0881  -1.454
C: 2.6565 2.4135 3.7220  0.886
C: 1.7005 1.2905 4.1160  -1.281
C: 1.9667 3.4443 2.8240  -1.268
N: 1.4553 2.8649 1.5920  0.777
C: 0.2514 2.3468 1.3682  -0.480
N: 0.2349 1.8708 0.1441  0.593
N: 1.4547 2.1167 -0.3777  -0.151
N: 2.1994 2.7028 0.4810  -1.000
H: 4.4211 1.1679 3.7690  0.441
H: 4.6396 2.6626 2.8475  0.369
H: 3.7073 1.3348 2.1621  0.214
H: 2.9297 2.9702 4.6259  0.323
H: 1.4315 0.6790 3.2503  0.128
H: 0.7691 1.6592 4.5502  0.335
H: 2.1704 0.6324 4.8488  0.427
H: 2.6336 4.2581 2.5425  0.383
H: 1.1052 3.8666 3.3416  0.419
H: -0.5541 2.3480 2.0839  0.385
Br: -0.5920 3.3934 -6.7070  -0.276
C: -0.7781 2.5848 -4.9857  0.181
C: -0.6107 3.3465 -3.8431  -0.824
C: -0.7415 2.7379 -2.6027  0.269
C: -1.0430 1.3737 -2.4109  0.227
C: -1.2204 0.6743 -3.6207  0.430
C: -1.0868 1.2446 -4.8854  -0.799
H: -0.3845 4.4030 -3.9209  0.393
H: -0.6185 3.3809 -1.7391  0.189
H: -1.4737 -0.3801 -3.5935  0.103
H: -1.2321 0.6488 -5.7790  0.398
C: 2.1632 -1.8942 -2.6497  -0.977
N: 1.6443 -2.5440 -1.4599  0.364
C: 2.0342 -3.9057 -1.1968  -0.927
C: 0.8725 -1.8535 -0.6010  0.051
O: 0.5830 -0.6864 -0.7423  -0.556
H: 3.2516 -1.8121 -2.5973  0.330
H: 1.7294 -0.8991 -2.7200  0.213
H: 1.8951 -2.4734 -3.5364  0.356
H: 3.1139 -3.9871 -1.0458  0.340
H: 1.7563 -4.5542 -2.0322  0.308
H: 1.5352 -4.2606 -0.2945  0.249
H: 0.5276 -2.4371 0.2677  0.238

Atomic forces in eV per Å
0.1094 -0.1558 0.7252
0.0170 -0.0259 0.0591
-0.0322 -0.1138 0.1999
0.1282 0.0222 -0.2296
-0.0084 0.0474 -0.0446
0.0972 -0.1232 0.0573
-0.0651 0.0525 -0.0361
-0.0943 0.0408 -0.0016
0.0421 -0.0188 -0.0141
-0.0465 -0.0839 0.0219
0.1632 0.0403 0.0504
-0.1300 0.0340 -0.1852
0.0618 0.0484 -0.1004
0.1615 0.0328 0.1075
0.0215 -0.0116 0.0281
0.0130 0.0278 0.0116
0.0434 0.0206 0.0010
-0.0095 0.0011 0.0000
-0.0874 -0.0352 -0.0313
-0.0844 0.0110 0.0401
-0.0276 0.0071 0.0122
0.0184 0.0255 0.0090
-0.0026 -0.0111 -0.0419
0.0225 -0.0167 -0.0015
-0.0026 0.0733 0.0577
0.0072 -0.0193 -0.0657
-0.0375 -0.0748 -0.0448
-0.0617 0.0403 -0.0276
-0.0142 0.1210 -0.0747
0.0518 0.0090 0.0863
-0.0195 -0.1597 0.0091
-0.0114 0.1006 0.0578
-0.0098 0.0115 -0.0061
-0.0208 0.0037 0.0015
0.0006 -0.0082 0.0048
0.0040 -0.0141 -0.0018
-0.0165 -0.0009 0.0255
0.0159 0.0040 0.0126
-0.0052 0.0061 -0.0063
0.0654 -0.0333 0.0145
0.0110 0.0334 0.0029
0.0164 -0.0071 -0.0429
0.0050 0.0149 -0.0327
-0.0076 -0.0130 0.0966
0.0164 0.0389 -0.0828
-0.1173 -0.0583 0.1191
-0.1376 0.1837 -0.5248
0.2119 -0.0638 0.0735
0.0000 -0.0360 -0.0359
0.0027 -0.0076 0.0082
0.0091 0.0086 0.0810
-0.0313 -0.0042 0.0263
0.0020 0.0036 0.0041
0.0007 -0.0046 -0.0079
0.0602 -0.0302 -0.0140
-0.0082 -0.0294 0.0051
-0.0368 -0.0906 0.1532
-0.2032 0.2750 -0.4951
-0.0054 -0.0015 0.0003
-0.0066 -0.0063 -0.0025
0.0052 0.0005 0.0071
0.0066 0.0016 -0.0121
-0.0121 0.0003 0.0055
0.0063 -0.0002 -0.0136
-0.0439 -0.0824 0.0019

- HOMO-LUMO gap (alpha / beta) (eV) = 6.318 / 6.329
- relative energy (zero: lowest compared OMol25 entry of this formula, charge and spin) (eV) = 0.802
- total charge = -1

=====

A 2-piece molecular cluster, C5H14S overall at a distorted geometry, computed with the ωB97M-V functional and the def2-TZVPD basis.

Last column: Mulliken charge in e.
Geometry (Å):
C: 1.4377 -0.9650 -1.5793  -0.426
C: 1.6145 -1.8560 -0.4226  -0.872
C: -1.4412 -0.9157 -0.7184  -0.758
S: -0.3177 -0.2019 -1.9385  -0.152
H: 2.1727 -0.1190 -1.6820  0.313
H: 1.6233 -1.2864 -2.6083  0.387
H: 2.3037 -1.5392 0.4073  0.269
H: 1.8799 -2.8821 -0.6857  0.247
H: -1.8951 -0.1660 -0.0047  0.222
H: -2.2399 -1.5412 -1.1103  0.360
H: -0.9987 -1.6725 -0.0580  0.197
H: 0.6917 -1.9435 0.1888  0.207
C: 0.2213 1.9329 2.6371  -0.513
C: -1.1144 2.1549 3.3131  -0.889
H: 0.1836 1.2399 1.8051  0.031
H: 0.7664 2.7964 2.2954  0.303
H: 0.7310 1.2982 3.4034  0.224
H: -2.0328 1.7109 2.9382  0.316
H: -1.3747 3.2149 3.2890  0.266
H: -1.0982 2.0215 4.4131  0.269

Atomic forces in eV per Å
-0.0928 2.7049 -2.4483
-0.1185 -0.9895 2.3559
-0.5690 -0.0840 1.5993
0.7282 -0.4811 0.7750
-0.9391 -0.2069 1.1819
-0.1071 -1.4553 0.4934
-0.1122 0.1245 -1.2779
0.0307 0.1185 -0.1032
0.5496 -0.5415 -1.0035
-0.2031 0.4700 -0.7517
0.4789 0.4410 -0.1440
0.3563 -0.0825 -0.6497
0.0609 -2.4375 1.0347
-1.0768 1.9856 0.9488
-0.3620 0.0352 -0.4619
0.1548 0.3472 0.3850
0.6720 0.9326 -0.7515
0.3328 -0.6335 -0.3087
0.0203 0.2606 -0.2825
0.1960 -0.5083 -0.5911

- HOMO-LUMO gap (eV) = 9.260
- relative energy (zero: lowest compared OMol25 entry of this formula, charge and spin) (eV) = 1.645
- total charge = 0
- SMILES string = CCSC.CC

=====

An isolated ion of composition C3H8N3 and charge +1 at a distorted geometry, computed with the ωB97M-V functional and the def2-TZVPD basis.

Last column: Mulliken charge in e.
Geometry (Å):
C: -0.7834 -0.2505 0.0515  0.534
C: 1.4561 0.9123 0.0696  -0.394
C: 1.6968 -0.6052 0.1573  -0.451
N: 0.4572 -0.0413 -0.1574  0.000
N: -1.4756 -1.3553 0.1120  -0.361
N: -1.7565 1.1220 0.2305  -0.512
H: 1.5311 1.5340 1.0027  0.271
H: 1.8042 1.4576 -0.8266  0.258
H: 2.1052 -1.2019 -0.5807  0.323
H: 1.7004 -0.9672 1.1994  0.296
H: -0.9308 -2.1282 -0.2684  0.264
H: -2.5382 -1.4196 0.2392  0.284
H: -1.5423 1.8894 -0.3659  0.266
H: -2.6410 0.7426 0.0251  0.223

Atomic forces in eV per Å
-4.9427 6.5328 0.3159
1.9387 1.0903 -0.0422
-0.0954 0.8132 2.6426
-1.8771 -0.2618 -0.2673
-0.4388 -1.1406 -0.2555
3.6373 -4.7318 0.9655
-0.5753 -1.0021 -0.8485
-0.2413 -0.5225 0.4945
1.2875 -0.7789 -1.3651
0.4346 -0.0488 -0.6616
-0.8427 -0.4856 0.4941
2.5075 0.2302 -0.3721
0.6049 0.3359 -0.7309
-1.3971 -0.0304 -0.3695

- HOMO-LUMO gap (eV) = 11.659
- relative energy (zero: lowest compared OMol25 entry of this formula, charge and spin) (eV) = 3.120
- total charge = +1
- SMILES string = NC(=[NH2+])N1CC1

=====

Across the entries above, electronic energy takes the values -31083.595, -174642.660, -16245.656, -7702.158 eV, respectively.